Density functional theory data (ωB97M-V/def2-TZVPD) for a molecular structure, C26H28BaN6O2S2.

The orbital gap is 5.667 eV. The calculation puts the energy above the lowest of the compared OMol25 structures with the same formula, charge and spin at 127.4 kJ/mol. The LUMO energy comes out at 0.1580 Ha.

The geometry in ORCA input format:
```
! wB97M-V def2-TZVPD RIJCOSX def2/J DEFGRID3
* xyz -2 1
Ba 0.008 0.191 0.648
C -3.181 -3.186 -3.413
S -4.303 -2.374 -2.259
C -3.172 -1.870 -0.927
S -1.850 -2.811 -0.481
N -3.656 -0.759 -0.387
N -2.841 -0.335 0.632
C -3.306 0.649 1.294
C -2.550 1.303 2.385
C -3.019 2.509 2.906
C -2.281 3.165 3.877
C -1.103 2.597 4.332
C -0.725 1.376 3.793
N -1.421 0.739 2.846
H -3.761 -3.902 -3.998
H -2.415 -3.709 -2.837
H -2.716 -2.456 -4.075
H -4.278 1.069 1.030
H -3.943 2.924 2.523
H -2.619 4.118 4.269
H -0.476 3.081 5.069
H 0.185 0.889 4.129
C -2.690 3.334 -1.245
C -1.609 2.266 -1.316
O -0.986 2.011 -0.223
C -1.396 1.639 -2.529
C -0.501 0.527 -2.783
C -0.386 0.037 -4.207
N 0.175 -0.050 -1.840
N 0.936 -1.166 -2.241
C 1.484 -1.781 -1.228
O 1.470 -1.428 0.013
C 2.179 -3.073 -1.583
C 2.718 -3.842 -0.560
C 3.328 -5.064 -0.831
C 3.409 -5.529 -2.137
C 2.877 -4.759 -3.169
C 2.268 -3.542 -2.894
H -2.665 3.797 -0.257
H -3.674 2.883 -1.403
H -2.540 4.103 -2.007
H -1.993 1.979 -3.365
H -1.087 0.568 -4.853
H -0.572 -1.036 -4.248
H 0.632 0.188 -4.573
H 2.637 -3.461 0.451
H 3.735 -5.656 -0.019
H 3.873 -6.486 -2.351
H 2.932 -5.114 -4.193
H 1.837 -2.933 -3.679
C 2.687 -0.581 3.171
C 2.702 0.908 2.949
C 3.485 1.862 3.588
C 3.128 3.114 3.001
C 2.153 2.825 2.050
C 1.438 3.791 1.146
N 1.890 1.484 2.011
H 3.473 -0.866 3.875
H 2.839 -1.130 2.236
H 1.732 -0.937 3.586
H 4.225 1.678 4.359
H 3.536 4.091 3.230
H 1.936 4.764 1.171
H 0.391 3.936 1.434
H 1.419 3.441 0.110
*
```


Density functional theory data (ωB97M-V/def2-TZVPD) for 3 unconnected molecules or ions with the total composition C4H14NO2.

The orbital gap is 10.793 eV. The calculation puts the energy above the lowest of the compared OMol25 structures with the same formula, charge and spin at 296.6 kJ/mol. The LUMO energy comes out at -0.1106 Ha.

The geometry in ORCA input format:
```
! wB97M-V def2-TZVPD RIJCOSX def2/J DEFGRID3
* xyz 1 1
C 1.983 -1.069 -1.336
C 1.444 0.025 -0.436
C 0.311 -0.441 0.346
C 0.330 -1.114 1.459
N -1.039 -0.052 -0.243
H 3.166 -1.099 -1.266
H 1.883 -2.054 -0.786
H 1.547 -1.027 -2.256
H 2.150 0.385 0.284
H 1.015 0.769 -1.181
H 1.309 -1.592 1.799
H -0.402 -0.821 2.371
H -1.145 0.977 -0.262
H -1.776 -0.363 0.489
H -1.354 -0.275 -1.211
H -0.515 3.795 -1.536
H 0.817 3.248 -1.010
O -0.083 2.975 -1.280
H -3.884 -0.745 1.796
H -2.805 -1.052 2.525
O -2.951 -0.469 1.734
*
```


Density functional theory data (ωB97M-V/def2-TZVPD) for 11 unconnected molecules or ions with the total composition C5H33N2O10S.

The orbital gap is 6.451 eV. The calculation puts the energy above the lowest of the compared OMol25 structures with the same formula, charge and spin at 18.0 kJ/mol. The LUMO energy comes out at 0.0908 Ha.

The geometry in ORCA input format:
```
! wB97M-V def2-TZVPD RIJCOSX def2/J DEFGRID3
* xyz -1 1
N -0.468 -1.268 -2.526
C -0.644 -0.321 -1.448
C -1.575 0.840 -1.704
S -0.689 2.152 -2.631
C -1.145 -1.047 -0.148
N -0.694 -0.342 1.066
C -0.749 -1.269 2.218
C -0.903 -0.583 3.567
H -1.325 -1.753 -2.694
H -0.098 -0.740 -3.313
H 0.347 -0.033 -1.098
H -2.437 0.523 -2.296
H -1.896 1.398 -0.849
H -0.684 -2.049 -0.170
H -2.235 -1.117 -0.149
H 0.218 0.056 0.946
H 0.148 -1.892 2.134
H -1.596 -1.926 1.998
H -0.361 -1.233 4.272
H -1.941 -0.462 3.916
H -0.487 0.422 3.572
H 1.412 -0.271 -5.558
H 0.382 0.716 -4.986
O 0.531 -0.209 -5.116
H -5.065 1.167 -1.273
H -4.552 0.904 0.279
O -5.342 0.808 -0.361
H 3.849 -1.996 -0.242
H 4.173 -0.859 -1.244
O 4.588 -1.506 -0.661
H 2.775 1.375 1.631
H 1.650 2.513 1.203
O 1.965 1.898 1.917
H 1.079 3.313 -1.120
H 0.132 3.278 0.114
O 1.056 3.418 -0.150
H 4.101 -0.048 0.459
H 4.823 -0.172 1.830
O 4.210 0.413 1.336
H 2.884 1.252 -1.031
H 2.467 0.530 -2.335
O 3.117 0.512 -1.615
H -2.323 0.882 1.099
H -3.066 2.250 0.942
O -3.101 1.395 1.348
H 3.482 -4.326 -0.760
H 2.172 -3.569 -0.698
O 2.970 -3.783 -0.140
H -4.024 -0.514 3.538
H -3.402 0.890 3.079
O -3.727 0.379 3.854
*
```


Density functional theory data (ωB97M-V/def2-TZVPD) for a single C3H5BrN2O3 molecule.

The orbital gap is 8.116 eV. The calculation puts the energy above the lowest of the compared OMol25 structures with the same formula, charge and spin at 398.4 kJ/mol. The LUMO energy comes out at -0.0338 Ha.

The geometry in ORCA input format:
```
! wB97M-V def2-TZVPD RIJCOSX def2/J DEFGRID3
* xyz 0 1
C 1.345 1.487 0.953
C 2.345 -0.648 -2.444
C 2.110 0.228 0.855
N 0.670 1.823 2.123
N 1.749 -0.868 1.741
O 1.140 2.049 -0.056
O 1.245 -0.739 2.840
O 1.966 -1.973 1.168
Br 2.836 -0.147 -0.654
H 1.305 -0.257 -2.374
H 2.253 -1.776 -2.547
H 2.742 -0.044 -3.314
H 0.666 1.277 2.865
H 0.122 2.732 2.113
*
```


Density functional theory data (ωB97M-V/def2-TZVPD) for a single BrH2NO2S molecule.

The SMILES is NS(=O)(=O)Br. The orbital gap is 10.833 eV. The calculation puts the energy above the lowest of the compared OMol25 structures with the same formula, charge and spin at 16.3 kJ/mol. The LUMO energy comes out at -0.0005 Ha.

The geometry in ORCA input format:
```
! wB97M-V def2-TZVPD RIJCOSX def2/J DEFGRID3
* xyz 0 1
N 0.939 -0.649 0.030
S -0.443 0.341 -0.026
O -0.548 0.861 -1.370
O -0.671 1.099 1.140
Br -2.123 -1.022 -0.022
H 1.584 -0.310 -0.634
H 1.263 -0.321 0.883
*
```


Density functional theory data (ωB97M-V/def2-TZVPD) for a molecular structure, CH2N3O3.

The orbital gap (alpha / beta) is 7.013 / 7.013 eV. The calculation puts the energy above the lowest of the compared OMol25 structures with the same formula, charge and spin at 406.2 kJ/mol. The LUMO energy (alpha / beta) comes out at 0.1537 / 0.1537 Ha.

The geometry in ORCA input format:
```
! wB97M-V def2-TZVPD RIJCOSX def2/J DEFGRID3
* xyz -1 1
C -0.138 0.229 -2.409
N 1.580 -1.090 0.144
N 0.484 -0.979 0.573
N -0.630 -0.887 -1.811
O 0.020 0.219 -3.627
O 0.411 1.245 -1.632
O -0.864 -0.824 -0.478
H -0.015 -1.511 1.306
H 0.183 1.337 -0.710
*
```


Density functional theory data (ωB97M-V/def2-TZVPD) for a single C3H5NO2 molecule.

The SMILES is N#C[C@H](O)CO. The orbital gap is 11.446 eV. The calculation puts the energy above the lowest of the compared OMol25 structures with the same formula, charge and spin at 146.5 kJ/mol. The LUMO energy comes out at 0.0148 Ha.

The geometry in ORCA input format:
```
! wB97M-V def2-TZVPD RIJCOSX def2/J DEFGRID3
* xyz 0 1
N 0.032 2.974 0.189
C 0.242 1.842 0.294
C 0.464 0.391 0.433
O 1.614 0.031 -0.282
C -0.754 -0.376 -0.102
O -0.349 -1.733 -0.171
H 0.577 0.171 1.506
H 1.525 -0.931 -0.391
H -1.027 0.015 -1.089
H -1.606 -0.253 0.578
H -0.716 -2.130 -0.968
*
```


Density functional theory data (ωB97M-V/def2-TZVPD) for 2 unconnected molecules or ions with the total composition H4O2.

As for the expectation value of S²: 0.75. The orbital gap (alpha / beta) is 0.543 / 7.382 eV. The calculation puts the energy above the lowest of the compared OMol25 structures with the same formula, charge and spin at 108.0 kJ/mol. The LUMO energy (alpha / beta) comes out at 0.0778 / 0.0778 Ha.

The geometry in ORCA input format:
```
! wB97M-V def2-TZVPD RIJCOSX def2/J DEFGRID3
* xyz -1 2
H 5.527 -0.409 -1.948
H 6.188 -1.404 -3.148
O 6.177 -1.057 -2.149
H -6.656 0.826 2.973
H -6.121 0.396 1.475
O -6.044 1.131 2.230
*
```